(1)
Molecular formula: C19H19N3O4S
Method: DFT, wB97M-V/def2-TZVPD

calculated total energy: -43506.7348 eV
structure (SMILES): CNC(=S)N(Cc1ccco1)Cc1cc2cc3c(cc2[nH]c1=O)OCCO3
relative energy (zero: lowest compared OMol25 entry of this formula, charge and spin): 161.3 kJ/mol
E_HOMO: -7.3 eV
LUMO level: 0.0202 Eh

CARTESIAN COORDINATES (ANGSTROEM)
H 0.95 -1.06 2.46
H -2.71 -1.92 -2.99
H -4.91 2.69 -1.92
C -1.63 -0.63 1.83
H 2.92 1.45 -2.05
C 6.68 -0.36 0.06
H -3.48 2.51 2.13
H -4.37 -2.54 -2.76
C 3.31 -0.45 1.29
C 4.27 0.62 -0.64
H -1.93 0.21 2.46
O -4.62 1.13 -0.59
H -4.09 -0.85 -1.14
C 0.84 -0.51 1.53
H -2.98 -3.41 -2.07
C 6.58 0.96 -0.69
H 0.52 1.33 -1.70
C -0.56 0.53 -0.18
C -3.86 2.27 1.16
O 5.35 1.04 -1.38
O -1.61 0.89 -0.67
C -0.40 -0.23 1.06
N -2.76 -0.96 0.99
C -4.13 3.18 0.11
C 3.01 0.92 -1.11
H 6.65 1.79 0.03
H -4.84 -0.98 0.92
C -4.59 2.43 -0.93
H -1.38 -1.48 2.47
O 5.66 -0.44 1.04
C 4.42 -0.09 0.56
C -3.39 -2.43 -2.30
N 0.62 0.84 -0.82
H 6.58 -1.19 -0.65
C -4.04 -0.33 1.28
N -3.55 -1.70 -1.06
C -4.17 1.04 0.68
H -4.12 -0.25 2.37
H 7.63 -0.45 0.60
H 3.45 -0.99 2.22
H 7.36 1.06 -1.44
H -4.01 4.25 0.13
C 1.88 0.54 -0.39
S -1.20 -2.63 -0.29
C -2.56 -1.69 -0.13
C 2.03 -0.14 0.84


(2)
Molecular formula: CH3FIP
Method: DFT, wB97M-V/def2-TZVPD

calculated total energy: -21192.3076 eV
relative energy (zero: lowest compared OMol25 entry of this formula, charge and spin): 31.0 kJ/mol
E_HOMO: -9.7 eV
LUMO level: 0.0096 Eh

CARTESIAN COORDINATES (ANGSTROEM)
C 0.38 0.15 0.37
H -0.28 -1.27 -1.48
F -1.84 -0.79 0.14
H 0.07 0.28 1.44
H 0.10 0.96 -0.41
P -0.36 -1.52 0.00
I 2.46 -0.17 0.01